[1]
75
Properties=species:S:1:pos:R:3:forces:R:3 method="wB97M-V/def2-TZVPD" homo_energy_ev=-4.13 lumo_energy_ev=2.224 total_energy_ev=-111156.8396 gap_ev=6.36 charge=-1
H -1.98137 1.10526 4.32640 0.068 0.120 -0.074
H 3.65203 -0.42837 -0.46198 -0.066 -0.005 0.040
H 4.71396 0.96429 -0.65654 0.043 -0.160 0.077
H 1.31158 -1.32252 3.95993 0.036 -0.163 0.153
C -0.40662 3.15108 -1.33547 0.075 -0.047 0.056
O -1.28526 -7.17820 5.15538 0.005 -0.007 0.029
O 1.78058 1.46664 -2.04699 -0.025 0.286 0.220
H 0.17427 -2.71166 3.88552 0.049 0.022 0.224
O 2.30251 3.41937 0.35746 -0.279 0.335 0.558
C -4.83296 -0.76392 -7.71722 -0.043 -0.080 -0.033
N 0.92424 4.57608 1.99342 -0.186 0.209 0.137
C -2.78924 1.96817 -4.56364 0.034 -0.025 0.097
H -3.99368 -0.73361 -8.40989 0.001 0.046 -0.007
H 3.77426 -1.05840 -2.63458 -0.016 0.040 -0.033
H 0.53292 -9.46792 2.17052 -0.009 -0.004 0.037
H -1.17757 -5.12683 5.51849 0.013 -0.010 -0.071
H -1.89088 1.19090 6.07957 -0.024 0.065 -0.014
C 1.66523 2.70129 -2.71853 -0.154 -0.180 -0.247
C -1.50926 4.66167 -3.37038 -0.051 0.178 -0.023
H 4.10076 3.28242 4.11355 0.019 0.023 0.032
H -1.93271 5.25635 -4.17131 -0.008 -0.005 -0.011
C 1.59630 4.03596 1.21645 0.469 -0.508 -0.598
C -0.89403 -7.16557 3.88207 0.039 -0.041 0.028
H 0.68201 0.61349 4.61230 -0.070 -0.023 -0.115
H 0.03328 2.57994 -0.53329 0.015 -0.066 -0.007
H 0.21447 0.83167 0.69572 -0.193 0.045 0.092
C 3.67030 0.64225 -0.68128 -0.206 0.406 -0.215
C 0.12245 -8.46606 2.25444 0.052 -0.080 -0.051
C -1.88139 -5.95298 5.59457 -0.117 0.112 0.108
C -0.26273 4.07879 -3.53507 0.016 -0.035 0.048
H -0.78375 -0.79130 2.07284 -0.025 -0.050 -0.090
H -2.15801 -6.10736 6.63316 0.050 -0.081 0.000
H 2.44308 3.39460 -2.37779 -0.046 0.035 0.094
H -0.69510 -8.33612 1.54810 0.000 0.046 0.000
C 0.29955 -1.64203 3.70131 -0.192 0.006 -0.481
C 3.12154 0.94127 -2.07536 0.297 -0.217 -0.178
C -2.21455 4.48935 -2.18793 0.003 -0.036 0.010
O 1.23520 -0.68548 1.65734 0.121 -0.032 -0.291
H 3.54622 0.00180 -4.01389 -0.155 0.022 -0.042
H 0.27116 4.22291 -4.46826 0.039 -0.050 0.000
O -3.64980 1.48550 -7.04151 0.003 0.034 -0.024
H -2.17701 3.58534 -0.23041 -0.002 0.066 -0.044
H 2.13784 -0.66586 -3.16527 -0.030 0.039 0.050
H 1.79862 2.54717 -3.80095 0.125 0.065 0.012
C 0.30233 3.31236 -2.51913 -0.002 -0.020 -0.048
C 3.14168 -0.26239 -3.03361 0.233 -0.142 0.043
H 0.00342 -2.31558 1.64205 0.158 -0.028 0.023
C -0.20286 0.21960 5.12078 0.086 0.228 0.110
H -5.28038 -1.75379 -7.71897 0.009 -0.002 0.035
H -2.77093 -5.72818 5.00949 0.040 0.021 -0.062
H 3.76895 1.71055 -2.51133 -0.117 0.093 0.052
H 0.89596 -7.72702 2.05593 -0.029 0.037 -0.008
O 4.14548 3.18767 3.15996 -0.082 0.168 -0.081
H 0.68210 1.17550 2.39121 -0.204 0.073 -0.078
H 6.31451 1.45138 2.74779 0.032 -0.160 0.013
H -5.57235 -0.02033 -8.00997 0.030 0.032 -0.015
H -3.45575 2.80971 -4.73590 0.011 0.008 -0.053
H -0.89386 2.28145 5.08801 -0.011 0.003 0.043
O -0.35060 -8.35203 3.59963 -0.010 -0.006 0.012
C 0.13345 -1.37838 2.19199 -0.112 0.179 0.252
C -1.65415 3.73169 -1.16836 -0.068 -0.020 0.009
O -4.39245 -0.53966 -6.37932 -0.007 -0.014 0.014
P 4.12982 1.55818 2.77140 -0.062 -0.060 0.268
O 5.64181 1.38850 2.06369 0.029 0.138 -0.166
C 1.00112 0.71513 1.44757 0.179 0.116 0.029
H 0.10884 -0.03571 6.14277 0.056 -0.020 -0.039
H -3.19411 4.93723 -2.07189 0.020 0.009 0.042
O -1.00779 -6.24738 3.11610 -0.027 0.039 -0.027
H -1.87478 2.09194 -5.13750 -0.021 0.019 -0.051
C -1.30433 1.27538 5.16343 -0.052 -0.298 0.027
O -3.44215 0.73583 -4.92011 0.000 -0.001 0.027
C -3.80680 0.64931 -6.18836 0.001 -0.022 0.011
H -2.55204 1.89267 -3.50759 -0.011 -0.058 0.003
Ga 2.72644 1.55262 0.83229 0.237 -0.536 0.021
O -0.67438 -0.94786 4.46867 0.018 -0.071 0.147

---

[2]
14
Properties=species:S:1:pos:R:3:forces:R:3 method="wB97M-V/def2-TZVPD" homo_energy_ev=-14.46 lumo_energy_ev=-4.811 total_energy_ev=-10290.6070 gap_ev=9.65 charge=+1
H 1.63033 0.22747 1.60094 -0.301 -0.935 -0.060
N 2.21698 -1.01273 -0.22685 -0.744 2.461 0.156
H 3.02216 0.81542 0.68787 1.706 0.068 0.189
H -1.25758 1.76164 -0.43001 0.873 1.083 0.431
C 2.23603 0.11631 0.70993 -1.021 1.444 -0.268
C 1.59275 0.04350 -0.60855 0.002 -2.670 0.492
H -2.49877 -1.72889 0.53356 -0.971 1.551 -0.366
O -2.90741 -0.84622 0.24478 0.651 -1.221 0.186
H -2.95805 1.48941 -0.45417 0.334 0.784 -0.527
N -2.00854 1.16859 -0.62532 -3.334 -3.241 0.958
O -0.70341 -0.39235 0.28131 -0.342 -0.907 0.189
C -1.87228 -0.07782 0.01423 3.051 2.047 -0.947
H 1.00392 0.40944 -1.43949 0.199 -0.100 0.001
H 2.50384 -1.97378 -0.28823 -0.103 -0.365 -0.434

---

[3]
9
Properties=species:S:1:pos:R:3:forces:R:3 method="wB97M-V/def2-TZVPD" homo_energy_ev="-8.98 / -9.43" lumo_energy_ev="0.081 / -1.327" total_energy_ev=-22624.9200 gap_ev="9.06 / 8.11" s_squared=0.7535 multiplicity=2
H -4.02372 -0.18518 -0.50844 0.384 -0.179 0.107
H -3.60500 -1.89684 -0.24659 0.182 0.299 -0.008
O 1.69496 -0.47490 0.34465 1.516 1.050 -0.009
H -2.87626 -0.99836 -1.59756 -0.288 -0.009 0.216
O 0.35681 1.51297 -0.15910 4.118 1.578 0.337
Cd -0.32875 -0.39659 0.05277 0.741 -2.396 -0.283
C -3.18810 -0.91246 -0.53869 -0.431 -0.355 -0.738
O -2.13327 -0.51750 0.26947 -4.116 -0.355 0.831
S 1.86072 1.06182 0.15792 -2.105 0.369 -0.452